DFT (ωB97M-V with the def2-TZVPD basis set) results for an isolated molecule of C4H12NO2.

Summary:
- Energy relative to the best compared isomer or geometry (same formula, charge and spin): 416.5 kJ/mol
- HOMO-LUMO gap (spin up / spin down): 3.53 / 11.43 eV
- LUMO level (spin up / spin down): 0.024 / 0.024 Eh
- HOMO energy (spin up / spin down): -2.9 / -10.8 eV

```
! RIJCOSX wB97M-V def2-TZVPD def2/J DEFGRID3
* xyz 0 2
C -1.134 1.060 -1.244
O -0.157 2.066 -1.333
C -0.706 0.370 0.078
C -0.690 -1.104 -0.089
C 0.269 -1.987 0.772
O 1.479 -1.407 1.289
N 0.701 0.855 0.461
H -0.969 0.558 -2.407
H -2.135 1.433 -1.091
H -0.251 2.943 -1.563
H -1.336 0.761 0.921
H -0.439 -1.335 -1.299
H -1.586 -1.593 0.016
H 0.647 -2.796 0.289
H -0.320 -2.441 1.671
H 1.302 -1.566 2.279
H 1.320 0.583 -0.416
H 0.779 1.890 0.398
H 1.067 0.267 1.229
*
```

DFT (ωB97M-V with the def2-TZVPD basis set) results for a cluster of 3 separate species, C3H12NO3 in total.

Summary:
- Energy relative to the best compared isomer or geometry (same formula, charge and spin): 68.8 kJ/mol
- HOMO-LUMO gap: 7.53 eV
- LUMO level: 0.142 Eh
- HOMO energy: -3.7 eV

```
! RIJCOSX wB97M-V def2-TZVPD def2/J DEFGRID3
* xyz -1 1
C 0.755 0.914 2.099
N -0.153 0.081 1.373
C -0.701 0.540 0.050
O -0.519 -0.346 -0.933
C 2.242 0.617 1.917
H 0.490 0.897 3.180
H 0.514 1.958 1.896
H 0.153 -0.876 1.312
H -1.766 0.747 0.263
H -0.239 1.525 -0.104
H 2.480 -0.421 2.212
H 2.426 0.693 0.845
H 2.860 1.226 2.571
H 0.282 0.214 -2.178
H 1.718 0.716 -2.592
O 0.878 0.452 -2.971
H -1.691 -1.864 -1.287
H -2.921 -1.193 -0.794
O -2.570 -2.097 -0.907
*
```

DFT (ωB97M-V with the def2-TZVPD basis set) results for a cluster of 7 separate species, C28H46IN7O7P2 in total.

Summary:
- HOMO-LUMO gap: 8.59 eV
- LUMO level: 0.005 Eh
- HOMO energy: -8.4 eV

```
! RIJCOSX wB97M-V def2-TZVPD def2/J DEFGRID3
* xyz 0 1
C 3.863 2.774 0.584
C 4.661 1.469 0.484
O 4.346 0.646 1.584
C 4.933 -0.642 1.495
C 4.202 -1.586 0.547
O 3.068 -2.220 1.119
C 1.986 -1.335 1.251
P 0.317 -1.910 0.515
I 1.246 -4.354 0.300
C -1.002 -2.634 1.638
C -2.423 -2.498 1.070
O -2.514 -2.788 -0.309
C 0.163 -1.801 -1.317
C 1.513 -1.785 -2.062
C 1.985 -0.404 -2.442
O 2.297 0.410 -1.598
N 2.114 -0.066 -3.842
C 1.015 0.789 -4.247
C 0.014 0.224 -4.984
C -1.051 1.017 -5.348
C -1.066 2.318 -4.954
C -0.056 2.888 -4.234
C 1.016 2.107 -3.874
P -0.585 0.125 0.861
O -1.816 0.335 0.071
O 0.460 1.329 0.518
O -0.990 0.389 2.429
H 3.215 2.927 -0.277
H 3.243 2.788 1.481
H 4.522 3.638 0.661
H 4.432 1.010 -0.482
H 5.725 1.738 0.452
H 5.950 -0.519 1.099
H 4.934 -1.075 2.495
H 3.967 -1.081 -0.396
H 4.890 -2.391 0.276
H 1.819 -1.092 2.307
H 2.295 -0.425 0.730
H -0.802 -3.690 1.756
H -0.930 -2.221 2.647
H -3.051 -3.230 1.592
H -2.827 -1.522 1.344
H -2.733 -1.947 -0.728
H -0.358 -2.700 -1.633
H -0.444 -0.961 -1.664
H 1.366 -2.342 -2.987
H 2.330 -2.285 -1.540
H 3.006 0.394 -3.976
H 0.101 -0.818 -5.250
H -1.845 0.558 -5.919
H -1.915 2.938 -5.216
H -0.062 3.919 -3.916
H 1.845 2.467 -3.283
H 0.117 2.088 1.012
H -0.223 0.240 3.000
C 2.599 5.903 -4.405
C 3.323 4.954 -3.560
N 3.899 4.210 -2.893
H 2.931 5.802 -5.437
H 1.531 5.702 -4.355
H 2.781 6.933 -4.068
C 3.746 9.976 -6.156
C 2.935 9.319 -5.133
N 2.296 8.801 -4.325
H 4.275 10.821 -5.720
H 4.470 9.272 -6.562
H 3.105 10.332 -6.960
C -6.008 -2.445 0.097
C -6.832 -3.085 1.121
N -7.478 -3.590 1.932
H -5.434 -1.634 0.542
H -5.321 -3.173 -0.332
H -6.642 -2.043 -0.691
C -3.256 -4.587 4.737
C -2.156 -3.838 5.343
N -1.286 -3.243 5.812
H -4.205 -4.116 4.983
H -3.138 -4.606 3.655
H -3.257 -5.609 5.112
C 1.401 -5.004 7.454
C 2.124 -6.007 8.237
N 2.693 -6.797 8.853
H 1.691 -5.072 6.408
H 0.330 -5.169 7.537
H 1.635 -4.008 7.823
C -9.405 -1.435 3.752
C -10.678 -0.743 3.554
N -11.682 -0.198 3.396
H -9.311 -2.253 3.042
H -8.581 -0.740 3.604
H -9.356 -1.835 4.763
*
```

DFT (ωB97M-V with the def2-TZVPD basis set) results for a structure of composition C22H20AsClCuN3O5.

Summary:
- Energy relative to the best compared isomer or geometry (same formula, charge and spin): 0.0 kJ/mol
- HOMO-LUMO gap: 8.66 eV
- LUMO level: 0.014 Eh
- HOMO energy: -8.3 eV

```
! RIJCOSX wB97M-V def2-TZVPD def2/J DEFGRID3
* xyz 0 1
Cu 1.270 1.318 -0.236
O -0.977 4.223 -0.437
Cl 0.021 3.806 0.497
O 0.447 4.874 1.338
O 1.222 3.321 -0.291
O -0.431 2.671 1.271
O 1.192 -0.593 0.065
As -0.400 -0.741 0.614
C -0.878 -2.594 0.458
C -1.054 -3.120 -0.819
C -1.367 -4.460 -0.975
C -1.508 -5.277 0.140
C -1.338 -4.752 1.412
C -1.021 -3.408 1.572
C -1.735 0.132 -0.450
C -1.379 0.860 -1.576
C -2.370 1.452 -2.347
C -3.702 1.305 -1.998
C -4.055 0.552 -0.884
C -3.073 -0.042 -0.109
C -0.501 -0.270 2.458
C -1.523 0.512 2.979
C -1.528 0.808 4.334
C -0.514 0.333 5.153
C 0.516 -0.431 4.624
C 0.529 -0.733 3.270
H -0.960 -2.490 -1.696
H -1.507 -4.867 -1.968
H -1.755 -6.323 0.015
H -1.453 -5.387 2.280
H -0.901 -3.007 2.570
H -0.340 0.980 -1.867
H -2.095 2.038 -3.213
H -4.473 1.776 -2.594
H -5.097 0.429 -0.622
H -3.363 -0.649 0.741
H -2.282 0.932 2.334
H -2.311 1.433 4.742
H -0.516 0.577 6.208
H 1.318 -0.780 5.261
H 1.348 -1.306 2.851
N 5.288 3.141 -3.260
C 4.504 2.030 -3.066
C 3.190 2.159 -2.570
N 2.415 1.107 -2.409
C 2.919 -0.095 -2.727
C 4.200 -0.205 -3.221
N 5.003 0.848 -3.391
H 5.068 3.968 -2.732
H 6.269 2.953 -3.386
H 2.784 3.129 -2.305
H 2.296 -0.962 -2.556
H 4.605 -1.176 -3.482
*
```

DFT (ωB97M-V with the def2-TZVPD basis set) results for the ion C3H7N2O2 with charge +1.

Summary:
- Energy relative to the best compared isomer or geometry (same formula, charge and spin): 440.0 kJ/mol
- HOMO-LUMO gap (spin up / spin down): 7.56 / 7.56 eV
- LUMO level (spin up / spin down): -0.200 / -0.200 Eh
- HOMO energy (spin up / spin down): -13.0 / -13.0 eV

```
! RIJCOSX wB97M-V def2-TZVPD def2/J DEFGRID3
* xyz 1 1
C 1.198 0.364 -0.010
C -1.133 0.003 -0.463
C -2.377 -0.112 0.239
N 1.315 -0.903 0.127
N 2.169 1.225 -0.057
O -0.106 0.740 -0.040
O 0.330 -1.803 -0.019
H -0.921 -0.523 -1.375
H -2.428 0.661 1.127
H -2.294 -1.307 0.620
H -3.238 -0.042 -0.451
H 2.165 -1.440 0.284
H 3.230 0.971 -0.153
H 2.090 2.166 0.170
*
```

DFT (ωB97M-V with the def2-TZVPD basis set) results for a structure of composition C28H43BF2GeN6O4RuS.

Summary:
- Energy relative to the best compared isomer or geometry (same formula, charge and spin): 0.0 kJ/mol
- HOMO-LUMO gap (spin up / spin down): 5.43 / 5.92 eV
- LUMO level (spin up / spin down): 0.071 / 0.066 Eh
- HOMO energy (spin up / spin down): -3.5 / -4.1 eV

```
! RIJCOSX wB97M-V def2-TZVPD def2/J DEFGRID3
* xyz -1 6
Ru 0.575 -0.830 -0.716
C 2.392 -5.498 2.082
O 2.522 -4.501 3.112
C 2.887 -3.302 2.727
C 3.705 -2.562 3.587
C 4.335 -1.470 3.109
C 3.983 -0.924 1.829
C 3.052 -1.473 1.015
C 2.635 -0.709 -0.147
N 3.348 0.377 -0.359
N 3.449 1.224 -1.313
C 2.980 0.848 -2.600
O 2.413 -0.220 -2.844
C 3.308 1.908 -3.575
C 4.176 2.969 -3.286
C 4.462 3.905 -4.315
C 4.024 3.717 -5.625
C 3.157 2.677 -5.881
C 2.742 1.779 -4.860
C 2.462 -2.699 1.448
O 1.367 -3.204 0.921
H 1.504 -5.278 1.500
H 2.281 -6.420 2.673
H 3.309 -5.479 1.516
H 3.801 -2.926 4.604
H 5.086 -0.902 3.691
H 4.553 -0.074 1.509
H 2.361 -1.339 -1.125
H 4.529 3.090 -2.247
H 4.996 4.796 -4.032
H 4.358 4.313 -6.451
H 2.759 2.551 -6.849
H 1.942 1.079 -5.121
C -0.626 -1.285 5.955
C 0.283 -0.154 6.341
S 0.202 1.532 5.566
O -0.222 -1.250 1.006
C -1.599 1.664 5.229
C -2.051 1.172 3.871
H -0.572 -2.159 6.657
H -0.339 -1.652 4.925
H -1.688 -1.004 5.906
H 1.359 -0.374 6.151
H 0.229 0.030 7.420
H -1.787 2.720 5.454
H -2.142 1.067 6.037
H -1.341 0.443 3.459
H -2.071 1.975 3.147
H -3.067 0.788 3.954
C -3.190 -1.420 -0.256
Ge -2.027 -2.265 -1.604
C -2.600 -1.427 -3.334
C -2.544 -4.145 -1.673
C 0.049 -2.458 -1.505
H -3.465 -0.392 -0.621
H -2.737 -1.319 0.754
H -4.118 -2.022 -0.157
H -3.293 -0.592 -3.133
H -3.076 -2.165 -3.996
H -1.730 -1.018 -3.827
H -1.881 -4.771 -2.244
H -3.508 -4.153 -2.134
H -2.639 -4.569 -0.665
H 0.394 -2.623 -2.534
H 0.152 -3.300 -0.803
C -3.876 4.032 -0.591
C -3.678 3.848 -2.068
C -4.496 2.688 -2.600
C -2.191 3.777 -2.438
N -1.394 2.865 -1.675
C -0.904 1.628 -2.005
N -0.256 1.143 -0.946
N -0.351 2.063 0.043
N -1.099 3.060 -0.370
H -4.952 4.193 -0.458
H -3.255 4.843 -0.199
H -3.647 3.105 -0.049
H -4.093 4.752 -2.529
H -4.319 1.711 -2.094
H -4.299 2.545 -3.663
H -5.555 2.867 -2.449
H -1.748 4.763 -2.197
H -1.914 3.617 -3.468
H -0.977 1.141 -2.987
F 0.098 -2.712 2.916
B -0.017 -2.630 1.499
F -0.884 -3.599 1.004
*
```

Strongest force on any atom per entry: 5.1, 1.4, 2.2, 0.7, 4.6, 4.8 eV Å⁻¹
Molar mass per entry: 106.145, 110.133, 781.570, 580.339, 103.101, 782.245 g/mol